No. 1
Density functional theory data (ωB97M-V/def2-TZVPD) for a 14-piece molecular cluster, C44H124N8O20 overall in a non-equilibrium geometry.

The geometry in XYZ format:
```
196
Properties=species:S:1:pos:R:3:mulliken_charge:R:1
C 4.578 5.653 -0.766 -1.245
C 4.124 4.951 0.558 0.296
C 3.438 5.832 1.594 -1.019
O 2.286 6.433 1.123 0.043
C 1.901 7.449 1.985 -0.980
N 3.368 3.759 0.117 0.358
H 5.215 6.510 -0.574 0.402
H 3.716 5.947 -1.390 0.174
H 5.073 4.817 -1.208 0.263
H 5.085 4.597 1.061 0.342
H 4.171 6.542 2.046 0.435
H 3.266 5.144 2.475 0.341
H 1.544 7.144 3.001 0.308
H 1.070 7.904 1.457 0.235
H 2.720 8.148 2.088 0.403
H 2.483 4.022 -0.305 -0.564
H 2.998 3.256 0.941 0.076
C -2.953 -2.427 -1.210 -0.979
C -3.895 -3.648 -1.174 0.731
C -5.041 -3.395 -0.142 -0.330
O -5.857 -4.515 0.095 -0.403
C -6.323 -4.719 1.445 -0.526
N -4.417 -3.869 -2.529 -0.817
H -3.497 -1.552 -1.549 0.665
H -2.261 -2.596 -2.005 0.299
H -2.431 -2.168 -0.274 -0.221
H -3.352 -4.545 -0.915 0.183
H -5.648 -2.550 -0.590 0.323
H -4.628 -3.073 0.831 -0.080
H -5.471 -4.602 2.183 0.126
H -6.676 -5.747 1.496 0.257
H -7.043 -3.947 1.676 0.309
H -5.302 -4.426 -2.448 0.291
H -3.722 -4.384 -3.077 0.281
C 3.761 -5.864 2.852 -0.604
C 4.792 -4.733 2.955 0.009
C 3.968 -3.457 3.270 0.159
O 4.847 -2.323 3.241 -0.489
C 4.151 -1.186 3.667 -0.260
N 5.829 -5.101 3.903 -0.641
H 3.194 -6.035 3.774 0.064
H 4.240 -6.797 2.535 0.444
H 3.077 -5.581 2.049 -0.093
H 5.201 -4.348 2.032 0.347
H 3.454 -3.500 4.250 0.381
H 3.181 -3.286 2.520 -0.239
H 3.932 -1.207 4.736 0.370
H 3.204 -1.078 3.132 -0.241
H 4.736 -0.304 3.455 0.315
H 6.610 -4.458 3.914 0.269
H 5.651 -5.372 4.878 0.208
C -2.474 -4.383 2.728 -1.154
C -0.957 -4.489 2.478 1.747
C -0.410 -5.869 2.834 -0.570
O -0.518 -5.935 4.237 -0.288
C 0.133 -6.962 4.887 -0.813
N -0.653 -4.106 1.096 0.610
H -2.709 -4.330 3.768 0.510
H -3.151 -5.183 2.239 0.268
H -2.791 -3.381 2.349 -0.090
H -0.456 -3.820 3.198 -0.936
H 0.629 -5.908 2.558 0.110
H -1.017 -6.617 2.272 0.365
H 0.110 -8.008 4.526 0.320
H -0.236 -6.984 5.932 0.275
H 1.199 -6.718 4.950 0.207
H -1.129 -3.198 1.027 -0.423
H 0.334 -3.968 0.936 -0.340
C -5.717 0.193 1.218 -1.542
C -4.714 1.128 1.929 0.828
C -5.364 2.138 2.787 -1.176
O -4.348 3.124 3.210 -0.193
C -4.806 4.203 3.986 -0.906
N -3.618 0.448 2.594 0.028
H -5.280 -0.428 0.468 0.169
H -6.546 0.798 0.785 0.458
H -6.101 -0.588 1.921 0.338
H -4.144 1.602 1.163 -0.076
H -5.875 1.697 3.619 0.408
H -6.114 2.699 2.214 0.451
H -3.920 4.849 4.061 0.267
H -5.115 4.015 4.994 0.262
H -5.534 4.775 3.419 0.352
H -3.050 1.171 2.946 0.026
H -3.935 -0.137 3.371 0.223
C 0.797 -4.529 -5.819 -1.408
C 1.285 -3.087 -6.150 0.293
C 1.342 -2.143 -4.944 0.028
O 0.032 -1.685 -4.626 -0.584
C 0.017 -0.916 -3.415 -0.291
N 2.496 -3.006 -6.931 -0.664
H -0.082 -4.515 -5.214 0.356
H 1.478 -5.150 -5.243 0.288
H 0.553 -5.087 -6.743 0.360
H 0.539 -2.616 -6.819 0.221
H 1.864 -1.185 -5.242 0.213
H 1.828 -2.543 -4.022 -0.123
H -1.024 -0.782 -3.183 0.146
H 0.530 0.062 -3.446 0.035
H 0.382 -1.485 -2.580 0.520
H 2.266 -3.250 -7.904 0.296
H 3.210 -3.657 -6.695 0.235
C -0.705 1.785 -7.015 -1.323
C -1.719 2.564 -6.201 0.696
C -1.108 2.698 -4.788 0.347
O -1.929 3.366 -3.860 -0.264
C -2.786 2.634 -3.010 -0.712
N -1.955 3.943 -6.747 -0.738
H -0.446 0.784 -6.675 0.199
H 0.220 2.388 -7.004 0.324
H -1.054 1.605 -8.048 0.384
H -2.692 2.028 -6.200 0.293
H -0.279 3.431 -4.880 0.013
H -0.758 1.710 -4.390 -0.462
H -3.751 2.496 -3.484 0.446
H -2.989 3.276 -2.107 0.005
H -2.363 1.731 -2.622 0.256
H -2.366 4.550 -6.049 0.289
H -1.167 4.376 -7.149 0.245
C 1.011 5.489 -2.916 -1.328
C 0.114 5.349 -1.726 0.940
C -1.149 6.239 -1.788 -1.142
O -1.825 6.126 -0.604 0.032
C -2.997 6.859 -0.584 -0.986
N -0.115 3.947 -1.488 0.885
H 0.452 5.402 -3.884 0.275
H 1.717 4.645 -2.936 -0.080
H 1.449 6.440 -2.843 0.596
H 0.713 5.669 -0.877 -0.017
H -1.788 5.824 -2.604 0.220
H -0.922 7.300 -2.104 0.400
H -3.776 6.410 -1.221 0.315
H -2.800 7.880 -0.921 0.361
H -3.249 6.979 0.442 0.237
H -0.523 3.572 -2.359 -0.575
H -0.794 3.757 -0.782 -0.239
C 3.143 -0.973 -0.126 0.335
C 3.004 0.279 0.745 1.029
O 4.273 0.694 1.198 -0.564
O 3.984 -1.978 0.451 -0.724
H 3.557 -0.655 -1.057 0.384
H 2.125 -1.349 -0.277 -0.373
H 2.268 0.185 1.556 -0.443
H 2.610 1.042 0.121 -0.618
H 4.844 0.885 0.432 0.491
H 4.472 -1.495 1.162 0.505
C 4.981 2.344 -2.677 -0.690
C 3.964 2.046 -3.700 -0.280
O 2.694 2.601 -3.346 -0.107
O 4.696 1.856 -1.388 -0.159
H 5.033 3.405 -2.700 0.207
H 5.913 1.892 -3.058 0.376
H 3.811 0.962 -3.854 0.194
H 4.429 2.525 -4.608 0.364
H 2.369 1.988 -2.687 -0.126
H 4.187 2.561 -0.930 0.166
C -0.803 0.557 -0.001 0.783
C -0.423 -0.391 1.189 2.087
O -1.468 -1.228 1.602 1.119
O 0.440 1.288 -0.212 1.331
H -1.567 1.290 0.383 -0.344
H -1.169 0.088 -0.923 -0.403
H -0.042 0.226 2.014 -1.104
H 0.453 -1.051 0.922 -1.137
H -2.247 -0.615 1.812 -0.634
H 0.234 2.115 -0.680 -0.640
C -1.178 3.796 2.506 -0.155
C -0.269 2.713 3.041 0.490
O -0.886 1.682 3.828 -0.840
O -1.988 3.207 1.516 0.036
H -0.658 4.633 1.987 -0.061
H -1.783 4.255 3.284 0.190
H 0.476 3.202 3.679 0.756
H 0.201 2.218 2.230 -0.851
H -1.143 2.142 4.681 0.333
H -2.909 3.270 1.791 -0.120
C -0.892 -1.693 5.453 -0.410
C 0.620 -1.503 5.036 0.041
O 0.991 -0.141 5.004 -0.696
O -1.621 -0.893 4.561 -0.445
H -1.007 -1.239 6.479 0.306
H -1.261 -2.743 5.425 0.206
H 0.794 -1.787 3.994 -0.242
H 1.349 -1.966 5.675 0.574
H 0.226 0.314 4.655 0.451
H -1.480 -1.267 3.684 -0.007
C 2.049 -4.780 -1.295 0.136
C 0.770 -5.681 -1.389 -0.719
O -0.511 -5.054 -1.537 -0.494
O 2.224 -4.096 -0.038 -0.393
H 2.128 -4.010 -2.059 -0.150
H 2.873 -5.559 -1.353 0.308
H 0.743 -6.416 -0.598 0.287
H 0.958 -6.128 -2.393 0.406
H -0.887 -4.814 -0.630 0.317
H 3.058 -3.571 -0.058 0.215
```

The calculation puts the LUMO energy at 0.0069 Ha. The energy relative to the best compared isomer or geometry (same formula, charge and spin) comes out at 15.4 kcal per mole. The value obtained for the orbital gap is 8.7 eV. The calculated total energy is -100502.2666 eV. The HOMO energy comes out at -8.5 eV.

=====

No. 2
Density functional theory data (ωB97M-V/def2-TZVPD) for a 3-piece molecular cluster, C33H55F5N3O7 overall in a non-equilibrium geometry.

The geometry in XYZ format:
```
103
Properties=species:S:1:pos:R:3:mulliken_spin:R:1
C 0.690 4.194 1.622 0.001
C -0.617 3.520 1.154 -0.001
C -0.808 2.074 1.659 0.000
F 0.310 1.555 2.270 0.000
C -1.341 1.095 0.634 0.000
C -2.521 0.477 0.871 0.001
C -3.340 0.791 2.117 0.000
O -4.715 0.576 1.976 0.000
C -5.331 1.467 1.078 0.000
O -5.384 2.765 1.570 0.000
C -4.616 3.703 0.800 0.000
C -5.344 4.080 -0.493 0.000
O -4.971 5.362 -0.957 0.000
C -2.982 -0.468 -0.023 -0.001
C -4.217 -1.324 0.140 -0.001
O -4.383 -2.114 1.035 0.000
O -5.136 -1.143 -0.873 0.000
C -2.271 -0.710 -1.167 0.002
C -1.141 -0.048 -1.383 -0.001
N -0.651 0.826 -0.503 0.000
C 0.614 1.430 -0.931 0.001
F 1.317 0.482 -1.565 0.000
F 1.408 1.846 0.031 0.002
C 0.470 2.611 -1.961 0.000
F -0.699 2.544 -2.622 0.000
F 1.474 2.536 -2.819 0.000
H 0.523 4.678 2.574 0.000
H 0.927 4.970 0.898 0.000
H 1.536 3.524 1.666 0.001
H -0.770 3.608 0.083 0.000
H -1.417 4.120 1.578 0.000
H -1.496 2.164 2.482 0.000
H -3.235 1.828 2.428 0.000
H -2.931 0.204 2.937 0.000
H -6.357 1.112 0.978 0.000
H -4.872 1.420 0.082 0.000
H -3.632 3.264 0.602 0.000
H -4.490 4.603 1.396 0.000
H -5.041 3.348 -1.252 0.000
H -6.418 3.969 -0.383 0.000
H -4.157 5.247 -1.450 0.000
H -5.715 -0.409 -0.636 0.000
H -2.623 -1.423 -1.889 0.001
H -0.628 -0.241 -2.306 0.000
H 0.569 3.570 -1.459 0.000
C -1.116 -8.503 1.225 0.011
C -1.150 -7.150 0.485 0.021
C -0.873 -5.992 1.451 0.025
C -2.066 -5.603 2.322 -0.021
C -3.290 -5.343 1.450 0.040
C -3.634 -6.526 0.547 0.016
N -2.447 -6.986 -0.237 0.363
O -2.272 -6.180 -1.239 0.560
C -4.211 -7.665 1.416 0.025
C -4.783 -6.137 -0.381 -0.010
C 0.028 -7.232 -0.485 -0.008
H -2.017 -8.739 1.784 -0.002
H -0.970 -9.320 0.518 -0.004
H -0.289 -8.530 1.936 0.000
H -0.574 -5.109 0.875 0.004
H -0.021 -6.242 2.085 0.001
H -2.266 -6.380 3.064 0.000
H -1.820 -4.701 2.888 0.001
H -4.147 -5.101 2.081 0.000
H -3.104 -4.457 0.833 -0.010
H -4.300 -8.588 0.842 -0.012
H -5.208 -7.398 1.764 0.000
H -3.632 -7.865 2.315 0.001
H -4.555 -5.254 -0.977 0.001
H -5.669 -5.905 0.208 0.000
H -5.033 -6.954 -1.059 -0.002
H -0.143 -7.989 -1.251 -0.001
H 0.929 -7.505 0.064 0.000
H 0.224 -6.283 -0.982 0.001
C 5.610 5.057 -2.857 0.017
C 6.228 4.979 -1.445 0.012
C 7.611 4.320 -1.492 0.021
C 7.575 2.798 -1.621 -0.019
C 6.694 2.199 -0.529 0.020
C 5.281 2.783 -0.529 0.002
N 5.295 4.277 -0.511 0.341
O 5.528 4.674 0.701 0.589
C 4.513 2.243 -1.753 0.062
C 4.500 2.234 0.660 -0.039
C 6.426 6.441 -1.047 -0.004
H 5.170 4.130 -3.214 -0.002
H 4.816 5.806 -2.885 -0.004
H 6.364 5.349 -3.588 -0.001
H 8.159 4.568 -0.578 0.003
H 8.189 4.744 -2.314 0.003
H 7.226 2.509 -2.617 0.000
H 8.588 2.404 -1.529 0.001
H 6.641 1.115 -0.649 0.002
H 7.165 2.378 0.442 0.006
H 3.574 2.778 -1.878 -0.034
H 4.274 1.189 -1.610 0.001
H 5.068 2.288 -2.687 0.003
H 4.979 2.428 1.618 0.001
H 4.401 1.152 0.571 0.000
H 3.500 2.665 0.682 0.016
H 5.470 6.951 -0.920 -0.002
H 6.981 6.955 -1.832 0.001
H 6.993 6.546 -0.124 0.001
```

The calculation puts the LUMO energy (alpha / beta) at -0.1935 / -0.1935 Ha. The multiplicity is 3. As for the expectation value of S²: 2.01. The value obtained for the orbital gap (alpha / beta) is 4.9 / 5.8 eV. The calculated total energy is -67490.7375 eV. The charge is +1. The HOMO energy (alpha / beta) comes out at -10.2 / -11.1 eV.

=====

No. 3
Density functional theory data (ωB97M-V/def2-TZVPD) for C36H45N10O2ReS2Si as an isolated structure in a non-equilibrium geometry.

The geometry in XYZ format:
```
97
Properties=species:S:1:pos:R:3:mulliken_spin:R:1
Re -0.018 -0.668 -0.134 0.749
C 4.406 0.073 -0.262 -0.001
C 2.983 -0.109 -0.727 -0.015
N 2.050 -0.451 0.157 -0.053
N 2.540 -0.498 1.453 -0.001
C 1.720 -0.445 2.429 0.019
S -0.014 -0.442 2.251 -0.054
S 2.439 -0.119 4.018 0.002
C 2.980 -1.782 4.616 0.003
C 1.928 -2.502 5.417 -0.001
C 1.559 -3.803 5.104 0.000
C 0.564 -4.448 5.828 0.000
C -0.080 -3.790 6.861 0.000
C 0.307 -2.499 7.203 0.000
C 1.307 -1.864 6.490 -0.001
C 2.708 0.174 -2.118 0.030
C 3.796 0.357 -3.003 -0.009
C 3.629 0.750 -4.305 0.010
C 2.338 0.979 -4.790 -0.003
C 1.250 0.747 -3.988 0.002
C 1.396 0.302 -2.661 -0.009
O 0.305 -0.011 -2.014 0.032
H 4.427 0.296 0.796 -0.001
H 4.965 -0.855 -0.406 0.001
H 4.896 0.871 -0.810 0.001
H 3.307 -2.350 3.747 0.000
H 3.845 -1.546 5.235 0.000
H 2.055 -4.316 4.290 0.000
H 0.287 -5.462 5.569 0.000
H -0.877 -4.275 7.409 0.000
H -0.168 -1.986 8.029 0.000
H 1.615 -0.860 6.756 0.000
H 4.798 0.152 -2.655 -0.001
H 4.488 0.884 -4.948 0.001
H 2.197 1.320 -5.807 0.000
H 0.241 0.865 -4.359 0.001
N -4.478 0.900 -2.338 -0.001
N -3.771 0.126 -1.485 -0.003
N -4.310 -0.759 -0.675 0.005
C -3.250 -1.259 -0.067 -0.001
N -2.123 -0.677 -0.505 0.012
N -2.482 0.199 -1.433 -0.013
H -5.454 0.936 -2.093 0.000
H -4.017 1.797 -2.483 0.000
H -3.305 -2.034 0.677 0.002
C -1.302 7.789 -0.841 0.000
C -2.060 6.618 -0.224 0.000
N -2.606 5.692 -1.210 0.000
C -3.702 6.192 -2.049 0.000
C -3.246 6.432 -3.485 0.000
C -2.286 4.391 -1.324 0.000
O -2.977 3.604 -1.977 0.000
C -1.038 3.856 -0.673 -0.008
C 0.191 4.495 -0.578 -0.001
C 1.264 3.794 -0.047 0.002
C 1.107 2.461 0.283 -0.001
N -0.050 1.811 0.119 0.010
C -1.092 2.520 -0.299 0.001
H -0.870 8.403 -0.051 0.000
H -1.968 8.419 -1.429 0.000
H -0.497 7.448 -1.494 0.000
H -2.899 7.012 0.357 0.000
H -1.424 6.070 0.467 0.000
H -4.070 7.113 -1.600 0.000
H -4.504 5.455 -2.041 0.000
H -2.429 7.151 -3.519 0.000
H -4.072 6.816 -4.083 0.000
H -2.906 5.497 -3.928 0.000
H 0.335 5.510 -0.922 0.000
H 2.228 4.265 0.079 0.000
H 1.936 1.893 0.686 -0.002
H -2.034 2.014 -0.378 0.000
C -2.248 -4.885 0.349 0.010
Si -0.808 -3.824 1.015 -0.003
C 0.708 -4.817 1.558 0.001
C -1.625 -3.106 2.554 0.001
N -0.110 -2.741 -0.259 0.179
C 0.434 -3.408 -1.372 0.030
C 0.077 -4.721 -1.743 0.034
C 0.598 -5.334 -2.867 -0.023
C 1.512 -4.683 -3.681 0.044
C 1.933 -3.419 -3.301 -0.025
C 1.420 -2.811 -2.173 0.038
H -3.099 -4.821 1.028 0.000
H -1.963 -5.939 0.302 0.000
H -2.593 -4.592 -0.644 0.000
H 0.447 -5.576 2.298 0.000
H 1.442 -4.143 2.006 0.000
H 1.195 -5.312 0.719 0.000
H -2.221 -3.904 3.005 0.000
H -2.298 -2.269 2.360 0.000
H -0.905 -2.777 3.295 -0.004
H -0.618 -5.286 -1.149 0.003
H 0.286 -6.345 -3.098 -0.001
H 1.904 -5.159 -4.569 0.002
H 2.692 -2.899 -3.874 -0.001
H 1.833 -1.869 -1.872 0.010
```

The calculation puts the LUMO energy (alpha / beta) at -0.1516 / -0.1438 Ha. The energy relative to the best compared isomer or geometry (same formula, charge and spin) comes out at 51.8 kcal per mole. The multiplicity is 2. As for the expectation value of S²: 1.06. The value obtained for the orbital gap (alpha / beta) is 5.9 / 6.2 eV. The calculated total energy is -88731.3715 eV. The charge is +1. The HOMO energy (alpha / beta) comes out at -10.0 / -10.1 eV.

=====

No. 4
Density functional theory data (ωB97M-V/def2-TZVPD) for C22H24F3N6PdS as an isolated structure in a non-equilibrium geometry.

The geometry in XYZ format:
```
57
Properties=species:S:1:pos:R:3:mulliken_spin:R:1
Pd -0.268 -0.741 0.362 1.237
C 4.616 0.700 3.490 0.001
C 4.084 -0.707 3.744 0.001
N 2.638 -0.762 3.754 0.016
C 1.907 -0.650 2.645 -0.033
S 0.194 -0.806 2.841 0.266
N 2.527 -0.407 1.516 0.038
N 1.930 -0.482 0.365 0.192
C 2.420 0.020 -0.726 0.003
C 3.655 0.868 -0.700 0.019
C 1.747 -0.355 -1.964 -0.016
C 2.370 -0.246 -3.210 -0.004
C 1.719 -0.709 -4.337 -0.001
C 0.452 -1.258 -4.201 -0.003
C -0.125 -1.290 -2.941 -0.001
N 0.498 -0.856 -1.857 0.057
H 5.698 0.704 3.584 0.000
H 4.197 1.404 4.203 0.000
H 4.348 1.021 2.488 0.000
H 4.428 -1.075 4.710 0.000
H 4.439 -1.377 2.956 0.001
H 2.146 -0.833 4.631 0.001
H 3.738 1.316 0.289 -0.003
H 3.610 1.659 -1.444 0.001
H 4.548 0.269 -0.876 -0.002
H 3.354 0.183 -3.279 0.000
H 2.186 -0.633 -5.306 0.000
H -0.088 -1.636 -5.050 0.000
H -1.129 -1.671 -2.795 0.004
N -0.954 -3.003 0.591 0.113
C -2.171 -2.742 -0.081 -0.013
C -2.827 -1.525 0.166 0.028
C -3.974 -1.203 -0.541 0.006
C -4.483 -2.091 -1.478 0.008
C -3.857 -3.307 -1.695 0.006
C -2.704 -3.636 -1.003 0.005
H -0.514 -3.873 0.306 -0.004
H -1.031 -2.944 1.610 -0.008
H -2.478 -0.879 0.989 -0.006
H -4.482 -0.270 -0.345 -0.001
H -5.378 -1.834 -2.022 0.001
H -4.276 -4.013 -2.395 0.001
H -2.224 -4.590 -1.171 -0.001
F -3.821 4.984 -1.032 0.000
C -3.568 4.566 0.210 0.000
F -4.724 4.118 0.723 0.000
F -3.216 5.640 0.926 0.000
C -2.506 3.491 0.259 0.000
C -2.109 2.986 1.491 0.002
C -1.146 1.990 1.513 0.007
N -0.584 1.501 0.404 0.077
C -0.950 2.011 -0.772 -0.003
C -1.911 3.003 -0.897 0.002
H -2.539 3.364 2.407 0.001
H -0.796 1.584 2.456 0.000
H -0.435 1.632 -1.648 0.004
H -2.184 3.392 -1.866 0.001
```

The calculation puts the LUMO energy (alpha / beta) at -0.1143 / -0.1450 Ha. The multiplicity is 3. As for the expectation value of S²: 2.01. The value obtained for the orbital gap (alpha / beta) is 7.7 / 6.7 eV. The calculated total energy is -54606.4071 eV. The charge is +1. The HOMO energy (alpha / beta) comes out at -10.8 / -10.7 eV.